The following is a quantum chemistry calculation of a 5-piece molecular cluster, C20H30Cl16O3 overall, from OMol25.

Its SMILES is CCCCCCCCCC[C@H]1OC(=O)C[C@@H]1COC.ClC(Cl)(Cl)Cl.ClC(Cl)(Cl)Cl.ClC(Cl)(Cl)Cl.ClC(Cl)(Cl)Cl. As for the HOMO-LUMO gap: 0.36021 Eh. The calculation puts the total energy at -227717.6232 eV.

The geometry in XYZ format:
```
69
Properties=species:S:1:pos:R:3:forces:R:3
C -2.42335 -4.97547 -1.84248 -0.81 1.05 -0.49
C -3.71304 -3.95575 -2.14702 0.22 -0.95 0.84
C -4.00228 -2.97781 -0.84001 0.04 0.02 -0.37
C -3.77506 -1.37153 -1.24794 0.08 -1.06 1.28
C -2.70555 -0.78401 -0.15248 0.22 0.75 -0.36
C -1.85805 0.54870 -0.70179 -1.66 -0.29 0.61
C -1.56890 1.46568 0.63163 -0.48 0.95 -0.78
C -0.14188 2.27270 0.61893 -0.16 0.03 1.44
C 1.17862 1.33513 0.93397 0.58 1.00 -0.69
C 2.08114 2.13286 2.06401 0.37 -0.60 -0.68
C 3.68362 1.78692 2.01902 0.81 2.46 -0.75
O 4.04847 0.35216 2.23853 1.20 -0.25 -2.23
C 5.13657 -0.08909 1.33536 1.74 -3.38 -0.70
O 5.42691 -1.35336 0.92784 -2.55 8.70 3.22
C 5.91623 1.31884 0.99063 0.03 -0.05 -0.50
C 4.55776 2.22708 0.66829 1.12 -1.31 0.80
C 4.96454 3.81961 0.55532 -0.20 0.08 -0.13
O 6.19718 4.02605 -0.26799 -2.53 -1.02 -0.70
C 5.98044 3.47463 -1.63968 0.76 0.26 -0.47
H -1.40319 -4.38231 -2.01826 -2.27 -1.43 0.48
H -2.52683 -5.84810 -2.61659 0.54 1.47 1.66
H -2.50543 -5.34189 -0.72822 0.28 0.68 -2.51
H -4.66698 -4.65668 -2.28621 2.07 1.63 -0.03
H -3.46488 -3.34863 -3.13274 -0.83 -1.21 2.10
H -5.09039 -3.17708 -0.40810 2.22 0.53 -1.08
H -3.26443 -3.27002 0.05132 -1.49 0.65 -2.03
H -3.36496 -1.30730 -2.35343 -0.91 0.01 2.29
H -4.82510 -0.81979 -1.12398 2.53 -1.02 -0.51
H -3.33543 -0.51205 0.81707 1.42 -0.38 -1.99
H -1.89087 -1.55253 0.18874 -1.71 1.14 -0.78
H -0.90350 0.25287 -1.31316 -1.77 0.46 1.35
H -2.61633 1.09495 -1.44459 1.86 -0.89 1.57
H -1.74241 0.80522 1.60080 0.75 1.51 -2.16
H -2.42576 2.29554 0.65188 1.78 -1.75 0.05
H -0.19765 3.05568 1.51848 0.02 -1.59 -1.94
H 0.03861 2.91944 -0.34735 -0.57 -1.46 1.76
H 0.92286 0.22613 1.21632 0.51 2.31 -0.48
H 1.83516 1.33873 -0.06172 -1.36 -0.29 2.15
H 1.97541 3.29190 1.80926 0.46 -2.42 0.64
H 1.72239 1.96659 3.17029 0.50 0.23 -2.22
H 4.11768 2.56720 2.80690 -0.50 -2.31 -0.95
H 6.72212 1.21889 0.13693 -2.13 -0.03 1.44
H 6.57239 1.80496 1.86122 -1.89 -1.38 -1.36
H 4.10205 1.68357 -0.27142 0.68 1.65 1.59
H 4.08520 4.45969 0.07412 1.71 -1.38 1.04
H 5.22652 4.26875 1.62576 -0.58 -1.13 -2.31
H 4.84425 3.42818 -1.92006 2.15 -0.16 0.64
H 6.49833 4.16249 -2.45289 -0.98 -1.20 1.97
H 6.54129 2.44793 -1.67160 -1.48 1.73 -0.17
C 0.16649 -2.03170 3.60486 0.22 -0.13 0.02
Cl -0.57957 -0.41962 3.46587 0.17 -0.45 0.24
Cl -0.58991 -3.13931 2.43189 0.11 0.35 0.26
Cl 1.91155 -1.90976 3.26661 -0.55 0.03 0.05
Cl -0.07625 -2.65815 5.25504 0.02 0.13 -0.37
C -1.52987 6.20846 0.15880 -0.06 -0.01 0.00
Cl -2.27593 7.82054 0.01981 0.20 -0.41 0.04
Cl -2.28627 5.10084 -1.01418 0.20 0.25 0.29
Cl 0.21519 6.33039 -0.17945 -0.38 -0.04 0.08
Cl -1.77261 5.58200 1.80898 0.04 0.17 -0.39
C 0.39890 -6.74423 0.70959 0.08 0.02 0.03
Cl 1.25859 -8.20927 0.17171 -0.23 0.36 0.12
Cl 0.74569 -5.40579 -0.41431 0.00 -0.35 0.35
Cl -1.35448 -7.05981 0.73433 0.51 -0.11 0.19
Cl 0.94589 -6.30197 2.34655 -0.10 -0.19 -0.42
C -7.02820 -1.09766 -3.97782 0.00 -0.03 0.02
Cl -5.74219 -1.34111 -5.18681 -0.30 0.06 0.31
Cl -6.63960 0.32316 -2.97528 -0.15 -0.29 -0.29
Cl -8.58174 -0.83141 -4.80857 0.38 -0.06 0.20
Cl -7.14915 -2.54123 -2.94055 0.05 0.37 -0.25
```
Forces are in eV/Å.